(1)
Density functional theory data (the ωB97M-V functional and the def2-TZVPD basis) for a structure of composition C23H43N8OPPtS4.

Structure (XYZ):
```
81
Properties=species:S:1:pos:R:3:forces:R:3
Pt -0.948 0.255 1.474 -0.706 -0.263 -0.113
S -1.862 -3.818 3.595 0.166 0.131 0.132
S -2.907 -1.980 1.412 0.449 -0.188 0.380
S -0.641 -1.258 3.153 -0.087 -0.123 0.011
S -5.123 1.785 2.751 0.026 -0.042 0.026
P 1.019 -0.847 -0.939 -0.218 -0.256 0.459
O 2.371 1.170 1.852 0.103 0.125 -0.024
N 0.813 0.470 -1.963 -0.001 0.005 0.015
N 3.150 1.339 3.966 0.001 -0.080 -0.051
N -3.304 1.869 0.983 -0.068 0.024 -0.130
N 2.662 -0.970 -0.741 0.001 0.320 -0.107
N 0.143 -0.855 0.364 0.616 0.236 -0.005
N 0.672 -2.194 -1.870 -0.092 -0.012 0.065
N -3.315 0.345 4.163 0.139 -0.083 0.120
N -2.805 1.112 1.998 0.047 0.019 0.552
C -4.497 2.285 1.204 0.053 0.016 -0.059
C -0.602 0.794 -2.259 -0.022 0.032 0.074
C -1.731 -2.715 -2.240 -0.025 -0.008 -0.009
C -0.261 1.935 2.498 0.089 -0.072 -0.290
C 3.313 -1.443 0.474 -0.057 -0.005 0.007
C -6.430 2.276 -0.394 -0.034 -0.026 -0.028
C -1.870 -2.446 2.685 -0.523 0.299 -0.528
C 5.545 -0.945 -0.545 0.026 -0.033 -0.032
C -0.395 -2.309 -2.857 0.027 0.131 -0.110
C -3.615 0.977 3.021 -0.030 0.075 -0.296
C -0.204 3.279 -2.230 0.048 -0.036 0.011
C 1.612 1.656 -1.596 0.079 0.100 0.023
C -5.289 3.083 0.223 -0.029 0.033 0.031
C 4.648 -0.730 0.668 -0.032 -0.092 0.103
C -1.581 -4.029 -1.472 0.022 0.007 -0.035
C 0.845 -3.476 -1.165 0.102 -0.023 -0.110
C 1.239 2.822 -2.498 0.014 -0.045 -0.020
C -1.017 2.123 -1.645 -0.087 0.020 -0.011
C -0.431 -3.937 -0.475 0.003 -0.009 0.021
C 0.814 1.817 3.548 -0.035 -0.187 0.108
C 3.475 -1.168 -1.942 0.020 -0.124 0.028
C 2.162 1.392 3.027 0.120 -0.015 -0.110
C 4.833 -0.486 -1.814 -0.037 0.011 0.038
H -2.509 -4.275 -0.953 0.000 0.020 0.006
H 2.665 1.413 -1.706 0.036 -0.021 -0.025
H -0.680 -3.212 0.299 0.001 -0.019 0.016
H 3.634 -2.247 -2.091 -0.025 -0.007 -0.044
H 0.495 1.140 4.348 0.080 -0.039 -0.013
H -0.217 4.126 -1.540 0.005 0.006 0.008
H -0.079 -3.090 -3.561 -0.020 -0.005 -0.007
H -1.143 2.327 2.999 0.003 0.132 -0.086
H -7.162 1.979 0.358 0.009 0.004 0.015
H 1.144 -4.207 -1.929 0.031 -0.022 0.043
H 5.128 -1.106 1.577 0.000 -0.047 -0.030
H 1.351 2.497 -3.535 -0.011 0.009 -0.005
H -0.459 -1.389 -3.437 -0.034 -0.027 0.051
H -4.587 3.411 -0.545 -0.001 -0.015 -0.005
H 1.467 1.932 -0.541 0.034 -0.038 -0.033
H -0.662 3.625 -3.160 -0.018 0.000 0.008
H -2.495 -0.265 4.144 -0.065 0.033 -0.041
H 4.697 0.599 -1.784 -0.003 0.010 0.017
H -0.752 0.819 -3.345 -0.005 0.049 0.009
H 6.497 -0.422 -0.427 -0.013 0.016 0.007
H 4.042 0.969 3.686 0.006 -0.004 0.013
H 2.936 1.388 4.945 0.004 -0.030 0.002
H 5.781 -2.012 -0.636 0.003 0.008 0.005
H -2.076 -1.936 -1.552 0.026 -0.017 0.021
H -6.949 2.865 -1.149 0.001 0.009 0.006
H 1.669 -3.393 -0.457 -0.040 0.029 0.028
H 2.637 -1.298 1.315 0.030 0.044 -0.028
H -2.480 -2.815 -3.031 -0.013 0.008 0.002
H 0.036 2.635 1.711 0.036 -0.056 -0.004
H -1.246 0.009 -1.861 0.025 0.013 -0.037
H -0.874 2.074 -0.558 0.015 -0.004 -0.053
H -5.679 3.979 0.711 -0.001 -0.002 -0.010
H 2.923 -0.802 -2.807 0.031 0.022 -0.001
H 0.960 2.793 4.025 -0.088 0.017 0.006
H 5.433 -0.711 -2.699 -0.009 -0.013 -0.006
H 3.518 -2.521 0.372 -0.056 -0.004 0.074
H -0.260 -4.899 0.014 -0.002 -0.023 -0.025
H -6.051 1.370 -0.866 0.013 0.007 -0.006
H 1.946 3.639 -2.346 -0.012 0.008 0.011
H 4.455 0.330 0.817 -0.051 0.139 -0.012
H -4.072 0.059 4.760 0.011 -0.036 -0.014
H -2.087 2.275 -1.790 -0.003 -0.004 -0.002
H -1.385 -4.836 -2.190 -0.001 -0.008 0.007
```
Positions in Å, forces in eV/Å.

The calculation puts the frontier orbital gap (spin up / spin down) at 6.0 / 6.0 eV. The value obtained for the relative energy (zero: lowest compared OMol25 entry of this formula, charge and spin) is 7.72 kcal per mole.

(2)
Density functional theory data (the ωB97M-V functional and the def2-TZVPD basis) for a structure of composition C19H24FN5RuS in a non-equilibrium geometry.

Structure (XYZ):
```
51
Properties=species:S:1:pos:R:3:forces:R:3
Ru -0.134 0.350 -0.476 -1.426 0.076 2.668
S -2.141 -0.082 0.465 -0.301 0.141 -0.558
F 2.476 6.397 0.881 0.011 -0.014 0.007
N 1.116 -5.517 -2.041 0.012 -0.019 -0.004
N -1.543 -0.199 -1.933 0.307 0.091 -0.593
N 0.331 0.973 1.652 0.657 -0.365 -0.261
N 0.595 -1.590 -0.791 -0.119 0.313 -0.476
N 2.045 0.807 -0.445 0.178 -0.102 -0.898
C -3.893 -0.597 -1.776 0.046 0.009 0.106
C 0.951 -4.254 -1.639 0.006 -0.029 -0.009
C -3.933 -0.717 -3.158 -0.084 -0.009 -0.008
C 0.118 -2.633 -0.073 0.049 0.064 0.150
C 1.240 -1.893 -1.936 0.104 0.024 -0.046
C 1.778 5.412 0.338 -0.006 0.005 0.015
C 0.277 -3.938 -0.443 0.041 0.057 0.030
C -2.663 -0.341 -1.205 0.368 -0.054 -0.028
C 2.562 0.453 0.896 -0.205 0.169 0.096
C -1.583 -0.303 -3.263 -0.139 -0.123 0.075
C -2.775 -0.575 -3.911 0.127 0.022 -0.045
C -0.127 3.992 0.367 -0.009 -0.010 0.025
C -0.496 2.326 -1.419 0.530 -0.448 -0.407
C 0.310 3.365 -0.815 -0.130 0.057 0.086
C 1.768 1.285 1.886 -0.001 -0.079 -0.105
C 1.446 -3.165 -2.387 0.003 0.004 0.069
C 1.511 3.808 -1.401 0.008 -0.002 0.010
C 2.250 4.825 -0.831 -0.033 -0.022 0.016
C 0.596 5.013 0.949 0.040 -0.017 -0.035
H -0.257 1.751 1.932 -0.031 0.027 -0.022
H 2.377 -0.612 1.055 0.052 0.018 0.019
H -1.073 3.692 0.806 -0.024 0.014 -0.014
H 3.164 5.192 -1.277 0.009 0.005 -0.014
H 1.988 -3.322 -3.309 0.011 -0.009 -0.027
H -0.329 2.142 -2.477 0.005 0.132 0.035
H -4.780 -0.690 -1.167 -0.001 -0.016 0.018
H 0.058 0.182 2.230 0.002 0.092 0.059
H 1.916 2.348 1.685 0.001 -0.008 0.004
H -4.873 -0.919 -3.653 -0.023 -0.005 0.006
H 2.057 1.095 2.920 0.019 -0.039 -0.044
H 1.605 -5.737 -2.891 0.007 -0.004 0.007
H 3.635 0.631 0.963 -0.032 0.061 0.087
H 2.582 0.314 -1.152 0.056 0.004 0.035
H -0.648 -0.177 -3.791 -0.013 0.022 -0.050
H -0.398 -2.390 0.843 -0.047 -0.009 0.008
H 1.614 -1.058 -2.515 -0.072 0.025 -0.037
H -0.117 -4.717 0.195 -0.013 -0.018 0.003
H -2.797 -0.667 -4.986 0.011 0.005 -0.009
H 0.262 5.521 1.842 -0.015 0.012 0.009
H 2.198 1.799 -0.618 0.081 0.028 0.036
H -1.557 2.367 -1.174 0.012 -0.103 0.060
H 0.781 -6.288 -1.488 -0.006 -0.001 -0.013
H 1.847 3.363 -2.331 -0.020 0.024 -0.035
```
Positions in Å, forces in eV/Å.

The calculation puts the frontier orbital gap (spin up / spin down) at 5.9 / 6.6 eV. The charge is +2.

(3)
Density functional theory data (the ωB97M-V functional and the def2-TZVPD basis) for a cluster of 2 separate species, C6H18N2 in total in a non-equilibrium geometry.

Structure (XYZ):
```
26
Properties=species:S:1:pos:R:3:forces:R:3
N -0.758 2.709 1.729 -0.631 0.525 -1.012
N 1.722 -1.977 -2.227 2.235 -0.937 0.276
C 0.142 -0.720 -3.332 -1.089 1.647 -0.035
C -1.327 -0.238 -3.331 0.116 -0.315 -0.385
C 0.520 -0.277 3.733 -0.013 0.075 0.036
C 0.357 1.194 3.329 0.298 -0.588 -0.850
C -0.625 1.315 2.120 0.030 -0.031 1.137
C 0.464 -1.312 -1.996 0.372 -1.851 0.495
H -0.214 -2.132 -1.689 -0.715 0.818 -0.070
H -1.965 -1.138 -3.326 -0.027 0.461 0.042
H 2.228 -2.340 -1.412 -0.580 0.335 -0.283
H -0.203 2.930 0.894 -0.239 -0.104 0.526
H -1.739 2.850 1.464 0.653 0.270 0.020
H 0.125 1.815 4.217 -0.277 -0.130 -0.745
H 1.323 1.545 2.917 -0.261 0.044 0.419
H 0.358 -1.432 -4.151 -0.221 0.300 0.466
H -1.536 0.346 -2.419 0.041 -0.189 -0.350
H 1.259 -0.400 4.543 -0.300 -0.002 -0.321
H 0.821 0.147 -3.452 -0.232 -0.438 -0.192
H -1.649 0.988 2.385 0.583 -0.238 0.091
H 0.856 -0.859 2.859 -0.123 0.049 0.384
H -1.589 0.375 -4.209 0.121 -0.262 0.340
H 0.539 -0.603 -1.149 -0.024 -0.097 -0.658
H -0.447 -0.684 4.075 0.369 0.023 -0.089
H -0.268 0.669 1.295 -0.088 0.099 0.386
H 1.607 -2.771 -2.867 0.001 0.536 0.373
```
Positions in Å, forces in eV/Å.

The calculation puts the frontier orbital gap at 9.8 eV. The value obtained for the relative energy (zero: lowest compared OMol25 entry of this formula, charge and spin) is 5.80 kcal per mole. As for the SMILES: CCCN.CCCN.

(4)
Density functional theory data (the ωB97M-V functional and the def2-TZVPD basis) for a cluster of 2 separate species, H5NS3Si in total in a non-equilibrium geometry.

Structure (XYZ):
```
10
Properties=species:S:1:pos:R:3:forces:R:3
S 0.277 1.740 -0.987 -0.354 0.043 0.153
S 3.853 -1.021 0.131 1.838 -4.250 -0.670
S -0.794 -1.542 0.292 -1.544 0.932 -1.186
Si -1.132 0.546 -0.377 0.930 -1.988 0.296
N -2.784 0.613 -0.418 -2.217 1.654 -1.113
H 0.146 -1.110 1.047 1.616 0.368 1.067
H 3.306 0.025 -0.175 -2.025 3.802 -1.129
H 3.925 -0.708 1.369 0.127 0.464 1.803
H -3.290 1.330 -0.978 0.962 -0.541 0.582
H -3.507 0.129 0.095 0.666 -0.485 0.197
```
Positions in Å, forces in eV/Å.

The calculation puts the frontier orbital gap at 9.3 eV. The value obtained for the relative energy (zero: lowest compared OMol25 entry of this formula, charge and spin) is 29.68 kcal per mole. As for the SMILES: N[Si](=S)S.S.

(5)
Density functional theory data (the ωB97M-V functional and the def2-TZVPD basis) for the molecule C22H36N2O3.

Structure (XYZ):
```
63
Properties=species:S:1:pos:R:3:forces:R:3
O 1.689 1.930 -0.860 -0.207 -0.038 0.323
O 6.673 0.256 1.628 0.031 -0.120 0.039
O 3.451 -2.700 -0.353 0.092 -0.416 0.046
N -3.166 -0.739 0.132 -0.022 -0.146 -0.103
N 3.619 -0.446 -0.367 0.262 0.473 0.138
C -4.350 0.998 1.389 -0.078 0.054 -0.440
C -2.307 2.105 0.339 -0.010 0.247 -0.192
C -1.267 1.898 1.241 0.060 0.059 -0.135
C -0.676 2.157 -1.448 0.409 -0.002 -0.160
C -2.719 -1.666 1.152 0.242 0.114 0.160
C 1.436 -1.379 -0.618 -0.051 -0.536 0.071
C 0.043 1.830 0.815 0.156 0.017 -0.116
C 2.926 -1.611 -0.426 -0.350 0.419 -0.126
C -2.970 -1.320 -1.178 0.197 0.123 -0.193
C -1.987 2.221 -1.003 -0.061 0.034 0.245
C 7.506 1.117 0.891 0.030 0.001 -0.025
C -1.212 -1.866 1.021 -0.232 -0.270 -0.080
C 0.353 1.976 -0.536 -0.064 -0.012 0.077
C 5.320 0.275 1.250 -0.203 -0.147 -0.144
C -3.722 2.273 0.816 -0.046 -0.228 0.224
C -5.574 -1.119 0.754 0.260 0.173 -0.243
C -0.878 -2.441 -0.355 0.238 0.199 -0.027
C 2.056 2.205 -2.192 0.043 0.044 -0.252
C 0.626 -2.669 -0.544 -0.102 0.095 0.041
C -4.467 -0.131 0.354 -0.311 0.023 0.354
C -1.475 -1.521 -1.419 -0.261 -0.309 0.077
C 5.035 -0.384 -0.111 0.331 -0.030 0.187
H 3.104 0.424 -0.370 -0.155 -0.119 -0.030
H 0.796 -3.246 -1.455 0.037 -0.079 0.025
H 8.465 1.124 1.405 0.022 0.070 -0.081
H 7.100 2.136 0.867 0.017 0.001 -0.006
H -5.599 -1.958 0.061 -0.055 -0.141 -0.033
H -1.369 -3.420 -0.436 -0.025 0.014 0.013
H 1.688 1.435 -2.879 -0.003 0.027 0.017
H 3.145 2.206 -2.210 -0.056 -0.004 -0.046
H 0.849 1.686 1.519 0.097 -0.008 0.087
H 4.941 1.310 1.239 0.002 -0.064 0.056
H -0.476 2.259 -2.503 0.057 0.010 -0.090
H 4.797 -0.284 2.030 -0.080 0.086 -0.113
H -3.222 -2.647 1.063 -0.032 0.047 0.067
H -3.368 -0.635 -1.930 -0.056 -0.027 0.011
H -1.484 1.803 2.294 -0.023 -0.015 0.157
H -4.339 2.629 -0.012 -0.020 0.072 0.017
H 5.409 -1.411 -0.108 0.028 0.155 -0.038
H -0.734 -0.894 1.147 0.051 0.041 0.064
H 1.004 -3.267 0.288 0.019 -0.074 -0.049
H -0.859 -2.536 1.806 0.060 -0.028 0.052
H 5.528 0.176 -0.914 0.032 -0.110 0.059
H -5.350 1.245 1.753 -0.005 -0.017 0.102
H -0.999 -0.542 -1.367 0.051 0.072 -0.057
H -3.492 -2.290 -1.286 -0.025 0.047 -0.038
H -5.411 -1.501 1.759 -0.011 -0.070 0.128
H -1.317 -1.940 -2.415 0.062 0.002 -0.089
H 1.689 3.184 -2.513 0.002 -0.038 0.014
H 1.296 -0.899 -1.588 -0.018 0.150 0.024
H -4.758 0.325 -0.601 0.035 0.001 0.035
H 1.106 -0.681 0.152 -0.008 0.138 -0.063
H -6.542 -0.625 0.726 -0.120 0.023 0.031
H -3.762 0.655 2.239 -0.030 -0.062 0.137
H 7.655 0.768 -0.136 0.014 0.039 0.019
H -2.947 -1.258 2.138 -0.058 -0.053 0.024
H -3.737 3.039 1.596 -0.049 0.060 -0.087
H -2.772 2.377 -1.729 -0.114 0.029 -0.067
```
Positions in Å, forces in eV/Å.

The calculation puts the frontier orbital gap at 8.6 eV. The value obtained for the relative energy (zero: lowest compared OMol25 entry of this formula, charge and spin) is 53.31 kcal per mole. As for the SMILES: COCCNC(=O)CCC1CCN([C@@H](C)CCc2ccc(OC)cc2)CC1.

(6)
Density functional theory data (the ωB97M-V functional and the def2-TZVPD basis) for the molecule C5H7NO2 in a non-equilibrium geometry.

Structure (XYZ):
```
15
Properties=species:S:1:pos:R:3:forces:R:3
O -0.442 -0.712 2.839 9.043 5.673 8.784
O 0.982 0.942 2.761 2.957 2.599 1.702
N 0.181 1.409 0.081 -1.718 -0.820 -0.717
C 0.168 -0.354 -1.553 -15.235 1.701 4.549
C -0.019 1.090 -1.375 0.888 6.978 -1.041
C -0.030 -0.999 -0.140 -4.002 0.752 -0.138
C 0.066 0.316 0.710 1.576 -1.678 -1.477
C 0.313 0.240 2.143 -2.655 -1.731 1.330
H -0.914 -0.989 2.253 -9.346 -6.071 -10.231
H 0.806 1.976 -1.815 -1.552 -3.263 0.561
H -1.205 -1.277 -0.078 2.441 0.218 0.013
H 0.517 -1.951 0.097 -0.130 1.381 -0.040
H -0.933 1.711 -1.870 1.431 -2.115 1.693
H 0.956 -0.555 -1.766 16.945 -3.765 -4.719
H -0.446 -0.847 -2.287 -0.641 0.141 -0.270
```
Positions in Å, forces in eV/Å.

The calculation puts the frontier orbital gap at 10.7 eV. The value obtained for the relative energy (zero: lowest compared OMol25 entry of this formula, charge and spin) is 111.54 kcal per mole. As for the SMILES: O=C(O)C1=NCCC1.